[1]
118
Properties=species:S:1:pos:R:3:lowdin_charge:R:1 method="wB97M-V/def2-TZVPD" e_lumo_ha=0.019 orbital_gap_ev=7.86 smiles=c1cc[nH]c1.c1cc[nH]c1.c1cc[nH]c1.c1ccncc1.c1ccncc1.c1ccncc1.c1ccncc1.c1ccncc1.c1ccncc1.c1ccncc1.c1ccncc1 homo_ev=-7.3520 e_above_lowest_kj_mol=196.9
N 1.79 -5.52 -1.91 0.004
N -1.20 -6.22 -2.58 0.045
N -5.24 3.21 0.22 -0.013
N -3.33 -1.84 -3.27 0.049
N 4.81 6.18 0.12 0.037
N -3.52 0.70 3.94 0.052
N 6.84 -0.82 -2.99 0.041
N 1.17 -0.73 -1.34 0.070
N -0.10 4.11 1.21 0.051
N 4.33 0.74 2.88 0.051
N -2.18 -2.02 2.94 0.047
C -1.20 4.52 0.64 -0.213
C -3.47 -4.02 3.22 -0.065
C 5.62 0.66 3.25 -0.142
C 4.38 4.94 -0.20 -0.147
C -2.57 1.63 3.99 -0.169
C 0.52 0.56 0.57 -0.062
C 1.38 0.29 -0.49 -0.155
C -1.07 -4.10 3.33 -0.030
C 3.84 7.15 0.45 -0.132
C 3.88 -6.13 -1.38 -0.127
C -3.96 2.66 -1.46 -0.125
C -2.68 -0.81 -3.91 -0.097
C -4.92 3.53 -1.02 -0.178
C -1.91 5.60 1.04 -0.067
C 3.72 1.95 2.97 -0.142
C -2.93 2.75 4.83 -0.116
C -0.40 5.93 2.84 -0.065
C -2.38 -5.28 -4.47 -0.057
C 6.86 -0.44 -1.68 -0.163
C -0.57 -0.25 0.69 -0.121
C -2.53 -6.58 -4.97 -0.094
C 4.48 -1.42 -2.80 -0.061
C 4.58 -1.07 -1.44 -0.088
C -1.44 6.48 2.06 -0.046
C 0.25 4.72 2.41 -0.092
C 5.73 -0.47 -0.93 -0.090
C 2.58 -6.57 -1.68 -0.166
C -0.09 -1.39 -1.27 -0.119
C -5.30 -1.42 -4.61 -0.097
C -1.10 -2.73 3.09 -0.162
C 5.69 -1.37 -3.51 -0.133
C -1.34 -7.43 -3.16 -0.137
C -2.31 -4.73 3.40 -0.082
C -0.90 -1.25 -0.18 -0.097
C -4.62 -2.08 -3.62 -0.159
C 3.87 -4.77 -1.45 -0.116
C 5.72 3.00 3.71 -0.097
C -3.77 1.69 -0.45 -0.083
C 6.40 1.80 3.62 -0.057
C 2.08 5.70 -0.30 -0.083
C -3.34 -2.65 3.04 -0.145
C -4.10 2.43 5.51 -0.102
C 2.98 4.63 -0.34 -0.054
C 4.37 3.12 3.40 -0.073
C 2.56 -4.38 -1.83 -0.109
C -1.75 -5.18 -3.25 -0.146
C -2.00 -7.70 -4.38 -0.063
C 2.47 6.94 0.32 -0.075
C -4.74 -0.34 -5.23 -0.086
C -4.44 1.22 4.89 -0.161
C -3.37 -0.16 -5.02 -0.053
C -4.63 2.05 0.62 -0.104
H -5.10 -2.91 -3.13 0.100
H -2.25 -8.68 -4.75 0.105
H -1.28 -0.03 1.47 0.080
H -6.05 3.62 0.66 0.152
H 6.07 -0.32 3.23 0.095
H -2.76 -4.48 -5.09 0.100
H 2.53 3.66 -0.51 0.082
H -0.05 6.45 3.72 0.092
H 7.43 1.70 3.92 0.097
H 3.87 4.07 3.26 0.093
H -3.22 -6.75 -5.78 0.103
H 2.31 0.82 -0.55 0.091
H -0.21 -4.69 3.62 0.107
H -4.90 1.60 1.56 0.092
H -2.90 0.66 -5.54 0.090
H -3.08 0.85 -0.40 0.070
H -1.60 1.46 3.57 0.096
H 4.73 -4.13 -1.27 0.085
H 3.78 -1.21 -0.74 0.084
H -6.32 -1.69 -4.85 0.103
H 4.14 8.10 0.86 0.088
H 1.02 5.60 -0.47 0.078
H 1.14 4.36 2.89 0.084
H -4.25 -2.07 3.04 0.097
H 2.71 2.09 2.61 0.078
H 0.80 -5.62 -2.04 0.094
H 3.53 -1.71 -3.24 0.090
H -5.32 0.33 -5.84 0.107
H -3.36 2.71 -2.36 0.088
H -0.90 -8.28 -2.67 0.099
H 2.11 -7.54 -1.79 0.101
H -1.83 -4.22 -2.76 0.083
H -2.73 5.88 0.39 0.097
H 5.69 -1.51 -4.58 0.091
H -1.64 -0.59 -3.75 0.088
H -0.24 -2.08 3.17 0.112
H -4.73 3.01 6.16 0.094
H -2.28 3.60 4.95 0.078
H 7.75 0.12 -1.45 0.097
H -3.54 -0.23 3.53 0.089
H 6.31 3.87 3.94 0.102
H -1.83 -1.79 -0.23 0.105
H -1.98 7.36 2.35 0.099
H -4.42 -4.52 3.14 0.106
H -0.26 -2.10 -2.07 0.081
H -5.30 0.63 5.16 0.089
H -5.42 4.37 -1.49 0.110
H 5.19 4.24 -0.30 0.093
H 1.75 7.70 0.60 0.092
H 1.92 -3.51 -1.95 0.077
H 0.75 1.38 1.24 0.078
H 5.72 -0.03 0.05 0.086
H -1.42 3.92 -0.23 0.106
H 4.72 -6.76 -1.11 0.090
H -2.33 -5.74 3.77 0.107

[2]
153
Properties=species:S:1:pos:R:3:lowdin_charge:R:1 method="wB97M-V/def2-TZVPD" e_lumo_ha=-0.050 orbital_gap_ev=8.49 smiles="O=[N+]([O-])c1ccccc1.O=[N+]([O-])c1ccccc1.O=[N+]([O-])c1ccccc1.O=[N+]([O-])c1ccccc1.O=[N+]([O-])c1ccccc1.O=[N+]([O-])c1ccccc1.O=[N+]([O-])c1ccccc1.O=S1(=O)OCCO1.O=S1(=O)OCCO1.O=S1(=O)OCCO1.O=S1(=O)OCCO1.O=S1(=O)OCCO1" homo_ev=-9.8520
S -1.67 5.06 2.10 0.653
S 2.86 4.26 -1.92 0.656
S -3.87 1.30 4.46 0.661
S -1.55 -1.94 -4.62 0.660
S 5.89 -6.11 0.77 0.663
O -4.59 0.24 5.12 -0.223
O -1.89 -3.17 -5.28 -0.214
O 7.78 3.11 -3.32 0.087
O -2.59 5.90 1.45 -0.182
O 1.92 -7.66 -4.58 0.086
O 1.84 4.55 -2.89 -0.225
O 6.52 -6.71 1.91 -0.236
O -1.01 -4.29 0.53 0.079
O 1.89 -0.16 0.81 0.080
O -7.36 3.28 -1.32 0.104
O -4.44 2.73 4.92 -0.197
O 2.40 2.94 -1.07 -0.226
O -7.46 1.70 0.13 0.046
O 2.76 5.27 -0.68 -0.177
O 1.36 -2.13 0.16 0.070
O -4.41 1.55 2.96 -0.219
O -0.53 5.88 2.94 -0.177
O -1.57 -0.68 -5.66 -0.186
O -2.43 1.23 4.41 -0.231
O 0.33 -6.27 -4.23 0.083
O 5.11 -4.74 1.13 -0.190
O 4.02 2.65 3.75 0.108
O 4.23 4.18 -2.33 -0.216
O 0.05 -1.80 -4.29 -0.209
O -2.57 6.27 -1.59 0.069
O 6.69 -5.95 -0.42 -0.247
O 4.53 -6.97 0.48 -0.188
O 7.25 2.06 -5.11 0.081
O 0.69 -5.21 1.41 0.072
O 1.98 3.10 3.25 0.055
O -4.44 5.56 -2.42 0.082
O -1.02 3.99 1.38 -0.232
O -2.25 -1.70 -3.39 -0.248
O -2.34 4.50 3.46 -0.194
N -0.32 -4.54 1.49 -0.334
N -3.29 5.40 -2.06 -0.337
N 1.09 -0.98 0.43 -0.334
N 7.12 2.29 -3.93 -0.359
N -7.22 2.12 -1.00 -0.342
N 1.50 -6.59 -4.20 -0.355
N 2.83 2.48 3.85 -0.328
C 1.60 -0.86 6.21 -0.064
C -0.24 -3.51 5.11 -0.073
C -0.76 2.62 -2.06 -0.045
C -6.25 -0.08 -1.57 -0.013
C -1.50 -2.97 5.23 -0.077
C 4.32 -0.04 -3.17 -0.067
C -5.59 -0.54 -3.82 -0.068
C 0.11 -4.10 3.90 0.010
C -6.71 1.17 -1.97 -0.163
C 4.93 1.07 -1.12 -0.071
C -1.35 3.86 -1.96 -0.003
C 0.67 -1.30 -5.47 -0.169
C -2.72 4.03 -2.11 -0.122
C -1.30 4.20 4.37 -0.188
C -1.59 1.54 -2.27 -0.074
C -1.88 -3.24 2.87 0.008
C 4.24 -3.71 -2.75 -0.069
C -2.93 1.72 -2.55 -0.051
C 1.97 -4.44 -3.06 0.004
C -3.54 2.96 -2.45 0.016
C 4.18 0.15 -1.81 -0.085
C -6.67 1.51 -3.31 -0.019
C 4.74 -4.88 -3.32 -0.047
C 2.91 -0.40 6.25 -0.057
C -0.32 5.35 4.24 -0.164
C 2.40 1.38 4.73 -0.130
C -2.05 0.91 1.16 -0.055
C 3.72 -4.82 0.80 -0.170
C 2.01 4.76 0.41 -0.134
C -0.32 -0.56 0.36 -0.125
C -1.25 -1.32 -0.35 -0.024
C -0.67 -3.92 2.77 -0.138
C -0.26 -0.13 -5.77 -0.164
C 3.80 -5.80 -3.82 -0.008
C -2.29 -2.77 4.10 -0.052
C 2.44 -5.61 -3.63 -0.151
C -5.65 2.20 2.94 -0.165
C 0.67 -0.13 5.48 -0.050
C 1.07 0.96 4.73 0.002
C -2.96 0.11 0.50 -0.057
C -2.60 -0.99 -0.26 -0.065
C -5.49 3.23 4.09 -0.135
C 5.26 0.74 -3.84 0.004
C -5.73 -0.96 -2.50 -0.064
C 6.14 1.55 -3.15 -0.147
C 5.95 1.75 -1.79 0.002
C -6.06 0.69 -4.27 -0.043
C 2.05 3.21 0.28 -0.179
C 3.50 -6.10 -0.01 -0.147
C 2.88 -3.48 -2.59 -0.077
C 3.32 0.70 5.50 0.005
C -0.72 0.53 1.12 0.001
H -0.99 -2.21 -0.91 0.107
H -5.04 -1.20 -4.48 0.109
H 1.10 2.74 0.52 0.093
H -5.36 -1.91 -2.13 0.110
H 2.52 5.02 1.33 0.127
H 4.95 1.14 -0.05 0.116
H 3.79 -0.78 -3.76 0.088
H -1.19 0.54 -2.15 0.090
H 6.50 2.44 -1.16 0.125
H 3.44 -5.90 -1.08 0.097
H 1.34 -1.66 6.89 0.102
H -4.03 0.31 0.50 0.102
H 3.18 -4.98 1.74 0.113
H -5.89 2.67 1.99 0.127
H 0.97 5.10 0.40 0.107
H -0.47 6.10 5.02 0.133
H -1.72 4.06 5.36 0.142
H 0.61 -2.04 -6.26 0.136
H 1.70 -0.97 -5.33 0.129
H 0.90 -4.32 -2.93 0.117
H -2.48 -3.02 2.00 0.114
H 4.37 0.98 5.45 0.122
H -6.45 -0.33 -0.54 0.119
H -3.25 -2.30 4.23 0.107
H -0.35 -0.50 5.44 0.091
H -6.03 1.06 -5.28 0.114
H -7.16 2.36 -3.76 0.127
H 0.43 -3.64 5.95 0.102
H -3.54 0.87 -2.83 0.087
H -1.94 -2.76 6.20 0.118
H -0.82 3.26 4.10 0.092
H 3.60 -0.93 6.89 0.111
H 4.87 -2.94 -2.33 0.108
H -5.18 4.19 3.68 0.126
H 2.60 -6.63 0.28 0.125
H -4.60 3.11 -2.61 0.099
H -2.31 1.81 1.68 0.085
H -0.11 0.69 -5.07 0.130
H -6.46 1.51 3.20 0.133
H 5.78 -5.09 -3.52 0.115
H 3.39 -3.89 0.35 0.111
H 1.04 -4.64 3.80 0.120
H -0.12 0.21 -6.80 0.139
H -0.01 1.10 1.71 0.103
H 4.22 -6.73 -4.19 0.123
H 0.36 1.47 4.09 0.085
H 0.73 5.07 4.36 0.118
H 3.51 -0.51 -1.26 0.087
H -6.44 3.36 4.59 0.133
H 0.28 2.42 -1.83 0.093
H 5.27 0.66 -4.92 0.118
H -0.76 4.76 -1.82 0.116
H 2.48 -2.53 -2.26 0.086
H -3.29 -1.60 -0.82 0.100
H 2.77 2.81 0.99 0.103

[3]
122
Properties=species:S:1:pos:R:3:lowdin_charge:R:1 method="wB97M-V/def2-TZVPD" e_lumo_ha="0.070 / 0.070" orbital_gap_ev="4.45 / 6.06" multiplicity=2 homo_ev="-2.5345 / -4.1408" charge=-1 s_squared=0.800
Hg -0.01 0.11 0.13 0.834
Sb 1.41 0.85 -2.36 1.565
Se -2.76 -0.07 -0.10 0.492
Se -0.31 -7.07 2.58 0.265
P -3.03 -1.91 0.99 0.668
P -1.76 -5.65 2.05 0.494
O -1.62 2.80 0.21 -0.223
O -0.67 -1.65 -2.72 -0.140
O 2.12 -0.22 0.33 -0.340
N 0.57 -3.16 0.35 -0.035
N 1.54 2.01 2.25 0.034
N 0.39 1.73 1.64 -0.122
N -0.42 -2.30 0.33 -0.130
N 0.21 -4.27 0.93 -0.014
C 6.25 2.34 3.05 -0.064
C -1.08 -4.15 1.32 -0.436
C 2.74 1.50 1.92 -0.184
C -2.34 -1.06 3.49 -0.077
C -2.93 3.24 2.21 -0.043
C -3.59 -7.50 1.11 -0.120
C -3.92 -4.72 5.99 -0.086
C -4.37 -7.65 -1.16 -0.090
C 0.60 -0.01 -5.24 -0.160
C -0.08 2.31 -4.60 -0.166
C -3.40 -1.51 2.71 -0.347
C 3.21 -0.38 -2.56 -0.532
C -2.99 3.23 3.60 -0.117
C -2.73 -5.22 3.53 -0.351
C -5.10 -3.77 1.06 -0.104
C -2.59 -4.38 5.78 -0.074
C -4.78 -2.64 -1.04 -0.101
C -0.78 2.30 3.71 -0.046
C -2.00 -4.63 4.56 -0.105
C -2.86 -5.89 -0.52 -0.077
C -1.50 -2.85 0.94 -0.421
C -1.80 2.77 1.57 -0.284
C -2.59 3.46 -0.56 -0.111
C -3.88 -0.48 5.23 -0.073
C -4.36 -8.14 0.15 -0.081
C -1.92 2.78 4.35 -0.131
C 4.34 -0.14 1.06 -0.035
C 5.18 1.65 2.44 -0.197
C 4.00 -0.17 -3.85 -0.141
C -4.41 -2.84 0.29 -0.342
C -2.58 -0.54 4.75 -0.075
C 2.37 2.76 -1.82 -0.535
C 1.33 3.75 -1.29 -0.157
C -4.70 -1.40 3.18 -0.081
C -6.57 -4.24 -0.78 -0.076
C -4.94 -0.90 4.45 -0.075
C 4.75 4.05 3.81 -0.113
C -0.71 2.26 2.31 -0.244
C -3.61 -6.54 -1.49 -0.079
C 3.87 2.17 2.56 -0.108
C 3.68 3.38 3.25 -0.042
C -5.86 -3.34 -1.57 -0.075
C 1.02 1.25 -4.49 -0.565
C 3.20 3.40 -2.93 -0.147
C -4.65 -5.32 4.98 -0.083
C 5.38 0.46 1.69 -0.065
C 2.81 -1.84 -2.38 -0.161
C 3.02 0.37 1.08 -0.369
C 6.04 3.52 3.72 -0.124
C -4.05 -5.59 3.75 -0.110
C -2.87 -6.36 0.79 -0.354
C -6.18 -4.45 0.54 -0.070
H -6.71 -5.17 1.15 0.108
H -0.28 2.55 -5.65 0.072
H -0.31 -0.43 -4.82 0.053
H 0.07 1.94 4.26 0.104
H 4.35 0.86 -3.96 0.049
H -4.07 -0.07 6.22 0.104
H 4.03 2.77 -3.23 0.051
H 2.68 3.78 3.33 0.095
H 0.65 3.27 -0.58 0.030
H -4.38 -4.53 6.95 0.101
H -4.95 -8.16 -1.92 0.099
H -2.19 3.49 -1.57 0.088
H -3.77 3.60 1.64 0.098
H -0.95 -4.40 4.40 0.107
H -2.76 4.48 -0.21 0.096
H 3.70 -2.48 -2.45 0.076
H -1.33 -1.10 3.10 0.112
H -1.97 2.79 5.43 0.093
H -0.23 -2.24 -2.09 0.004
H 3.61 4.35 -2.58 0.075
H 6.88 4.04 4.18 0.086
H 3.81 -0.06 -1.71 0.065
H -6.15 -3.17 -2.59 0.105
H 4.59 5.00 4.31 0.087
H -4.94 -9.02 0.40 0.101
H -5.68 -5.59 5.14 0.101
H -4.25 -1.92 -1.65 0.061
H -1.76 -0.18 5.35 0.109
H 3.40 -0.42 -4.73 0.054
H -7.42 -4.76 -1.19 0.104
H -3.89 3.59 4.10 0.090
H 0.73 4.16 -2.11 0.058
H -1.46 -1.34 -2.26 -0.043
H 1.37 -0.79 -5.19 0.052
H 4.87 -0.83 -3.84 0.075
H -3.52 -7.91 2.11 0.100
H -1.00 1.94 -4.15 0.069
H -2.01 -3.94 6.58 0.107
H 1.95 1.64 -4.90 0.071
H -2.27 -5.03 -0.79 0.104
H 3.03 2.48 -1.00 0.080
H 0.20 3.24 -4.10 0.045
H 7.25 1.93 2.96 0.100
H 4.50 -1.05 0.48 0.109
H -3.54 2.91 -0.57 0.072
H 2.59 3.62 -3.82 0.059
H 6.39 0.06 1.63 0.098
H -4.80 -3.92 2.09 0.078
H 2.35 -2.00 -1.41 0.035
H -3.60 -6.18 -2.51 0.106
H -5.53 -1.69 2.54 0.102
H 2.11 -2.15 -3.16 0.061
H -5.95 -0.82 4.81 0.102
H 0.43 0.22 -6.30 0.073
H -4.62 -6.10 2.98 0.087
H 1.82 4.58 -0.77 0.079